#a
C7H15F3N3O3SV as an isolated structure. Source: OMol25; level of theory: ωB97M-V/def2-TZVPD.

Each line ends with the Mulliken charge.
Cartesian coordinates (Å):
V -0.28663 -0.24993 0.46847  1.003
S -2.43951 -1.53775 0.20054  0.656
F -5.12270 -0.92282 1.14257  0.049
F -4.14184 -2.43816 2.33069  0.041
F -3.55712 -0.38764 2.50174  -0.050
O -2.43951 -2.40043 -0.90128  -0.227
O -1.02415 -1.67162 1.16637  -0.389
O -1.93332 0.02113 -0.16610  -0.389
N -0.14466 1.86681 0.38368  -0.128
N 1.64665 -0.07825 0.23186  -0.428
N 0.31161 0.26951 2.42956  -0.081
C -4.18719 -1.28504 1.87031  0.888
C 0.35159 1.75300 2.74089  -0.543
C -0.47412 2.47470 1.70696  -0.702
C 1.19641 2.23723 -0.24614  -0.562
C 2.54176 -0.07617 1.45122  -0.533
C 1.77540 0.96735 -0.84656  -0.605
C 1.63935 -0.45295 2.61292  -0.574
H 1.21334 0.64657 -1.73762  0.359
H 1.04314 2.98365 -1.02961  0.468
H 3.35484 -0.79627 1.32783  0.478
H 1.39118 2.07722 2.75698  0.328
H 1.45049 -1.52810 2.67022  0.356
H -0.26980 3.54976 1.70763  0.420
H -0.88627 2.11983 -0.27997  0.600
H -0.05541 1.92335 3.74043  0.455
H 1.84746 2.69429 0.49833  0.331
H 2.80903 1.08294 -1.19232  0.453
H 2.07788 -0.16408 3.57464  0.452
H -0.37227 -0.17496 3.05013  0.478
H 1.71532 -1.03335 -0.19535  0.683
H -1.54510 2.35756 1.88282  0.384
H 3.01219 0.90283 1.54215  0.330

Summary:
Net charge: +4
LUMO energy: -19.1 eV
HOMO level: -26.935 eV

***

#b
C7H15F3N3O3SV as an isolated structure. Source: OMol25; level of theory: ωB97M-V/def2-TZVPD.

Each line ends with the Mulliken charge.
Cartesian coordinates (Å):
V 0.52209 -0.02909 -0.22823  1.093
S 1.24575 1.96784 -1.75009  0.753
F 1.88377 2.27437 -4.82778  0.062
F 3.69667 2.25328 -3.67371  0.059
F 2.62996 0.44224 -4.02799  -0.003
O -0.05005 0.82512 -1.71055  -0.441
O 1.98422 0.85661 -0.53428  -0.446
O 0.88742 3.19433 -1.18225  -0.245
N -0.85229 -1.51048 -0.81705  -0.133
N 1.69962 -1.74718 -0.25944  -0.098
N 0.10555 -0.78212 1.55014  -0.410
C 1.01305 -1.84717 2.09914  -0.551
C 1.03951 -2.99814 -0.80009  -0.566
C -0.17223 -2.57826 -1.59882  -0.689
C -1.65657 -1.94873 0.39881  -0.582
C 2.71774 1.67810 -4.14928  0.876
C -1.38783 -0.94258 1.50872  -0.594
C 2.21044 -1.88153 1.16442  -0.574
H -0.84942 -3.41726 -1.78694  0.428
H -1.48730 -1.00702 -1.44697  0.588
H 2.76855 -2.82015 1.25147  0.451
H 1.75465 -3.53486 -1.42746  0.457
H 0.34427 0.10062 2.05250  0.647
H 0.79396 -3.64770 0.03886  0.324
H -1.79176 -1.23559 2.48464  0.452
H -1.38700 -2.96893 0.67161  0.331
H -1.85048 0.03306 1.29095  0.354
H 0.45808 -2.78420 2.15186  0.326
H 2.92199 -1.07418 1.35717  0.347
H 2.50186 -1.51647 -0.85208  0.469
H 1.30501 -1.59512 3.12208  0.478
H -2.71914 -1.95758 0.14308  0.469
H 0.09973 -2.16527 -2.57247  0.368

Summary:
Net charge: +4
LUMO energy: -18.5 eV
HOMO level: -26.491 eV

***

Quick look at relative energies in hartree: #a 0.0367; #b 0.0000.

***

#a
One molecule with the formula C18H20N4O3S. Source: OMol25; level of theory: ωB97M-V/def2-TZVPD.

Each line ends with the Mulliken charge.
Cartesian coordinates (Å):
S -1.35357 -5.15033 -0.31861  -0.095
O 0.75547 0.84569 2.42432  -0.710
O 2.44222 -0.29433 -1.60141  -0.202
O 0.71319 -3.43886 -1.52549  -0.319
N -1.21118 5.57717 1.10058  -0.948
N 2.34446 0.75079 -0.75301  -0.544
N 1.89959 2.46299 1.31689  -0.150
N -1.80652 4.58593 1.75404  0.722
C -0.91339 3.73054 2.28258  -0.852
C -2.90957 -3.20247 -1.42778  -0.322
C 0.08631 5.35943 1.20138  -0.539
C 1.69797 0.33511 0.31010  0.778
C 0.34332 4.19866 1.94916  0.273
C 1.35225 -1.03369 0.17550  -0.215
C 2.82129 4.49578 2.28611  -1.706
C -0.53573 -2.93133 -1.76745  0.646
C 1.39030 1.22707 1.46019  -0.067
C 1.83524 -2.64914 -1.82165  -0.715
C 1.85232 -1.36938 -1.04960  0.345
C -3.15296 -2.02955 -2.12030  -0.612
C -2.09144 -1.32081 -2.65077  -0.809
C -3.23637 4.52509 1.84493  -0.839
C -0.49245 -6.18451 -1.54400  -0.679
C 1.64514 3.52983 2.27609  0.314
C -0.79083 -1.76578 -2.47788  -0.509
C -1.61502 -3.66150 -1.25553  0.135
H 1.54432 3.03639 3.25046  0.437
H -3.59920 3.55429 1.50383  0.314
H 1.91204 -2.43018 -2.89594  0.368
H 0.01740 -1.18551 -2.89465  0.424
H -3.64249 5.31106 1.21145  0.296
H -3.56592 4.68510 2.87389  0.306
H 2.33576 2.69716 0.43740  0.393
H 2.69359 -3.26744 -1.53387  0.388
H -1.20129 2.86153 2.83833  0.563
H -3.72041 -3.77607 -1.00645  0.440
H 2.96154 4.93236 1.29991  0.351
H 2.63630 5.29605 2.99737  0.382
H 0.77882 6.03870 0.74664  0.449
H -1.10052 -6.25276 -2.44097  0.260
H 0.82094 -1.64039 0.87643  0.534
H 0.48088 -5.76041 -1.76376  0.144
H -2.26563 -0.40821 -3.20045  0.386
H -4.16436 -1.67631 -2.24754  0.390
H -0.38541 -7.16322 -1.08814  0.358
H 3.73274 3.97576 2.57066  0.434

Summary:
LUMO energy: 0.7 eV
SMILES: CSc1ccccc1OCc1cc(C(=O)N[C@@H](C)c2cnn(C)c2)no1
HOMO level: -8.431 eV

***

#b
One molecule with the formula C18H20N4O3S. Source: OMol25; level of theory: ωB97M-V/def2-TZVPD.

Each line ends with the Mulliken charge.
Cartesian coordinates (Å):
S -2.49894 -2.73568 0.61052  -0.128
O -4.43069 0.14188 1.30094  -0.658
O -2.14972 3.04173 -1.60473  -0.486
O 1.64068 -3.68929 -1.90517  -0.716
N -2.20732 0.57810 1.15985  0.196
N -0.24577 -1.40413 0.91796  -0.333
N 3.01600 -1.41269 -0.47041  0.023
N -0.21380 -3.15850 -0.66404  -0.016
C -0.95962 -4.21574 -1.31027  -1.310
C -1.96457 1.77809 -0.98670  0.284
C -0.81525 -2.37542 0.27504  0.276
C 1.74425 -1.90311 -0.34598  -0.357
C -2.31835 1.85981 0.51087  -1.162
C -0.00019 2.39527 -2.24337  -0.615
C -2.88616 -1.57613 1.95926  -0.695
C -0.88717 3.59355 -1.91210  -0.545
C 1.94363 -0.15773 1.08622  0.593
C 1.83399 0.87478 2.01698  -0.160
C 1.05103 -1.15970 0.60509  1.274
C 1.13053 -2.98236 -1.05647  0.374
C 4.25955 0.46569 0.60708  -0.967
C -0.49594 1.36873 -1.22451  0.432
C -3.27534 -0.19651 1.42558  0.714
C 4.12432 1.47882 1.53114  -0.463
C 2.92811 1.68246 2.22701  -0.855
C 3.16086 -0.35651 0.38255  -0.645
H -2.66221 1.07980 -1.46656  0.264
H 0.07444 1.45816 -0.29872  -0.362
H 5.18479 0.31206 0.07295  0.423
H -2.01809 -1.53483 2.61390  0.351
H 1.06000 2.61500 -2.14206  0.351
H -3.35119 2.19979 0.61185  0.356
H -3.74233 -2.01910 2.46657  0.412
H 3.71127 -1.78581 -1.09477  0.209
H 0.91104 1.02554 2.55621  0.539
H -1.29392 0.12775 1.18365  0.135
H -0.48565 4.14400 -1.04811  0.249
H 2.86986 2.48913 2.94195  0.408
H -1.82038 -3.80540 -1.83957  0.408
H -1.02432 4.28637 -2.74291  0.379
H -1.65352 2.57589 1.00335  0.244
H 4.96064 2.13326 1.72578  0.402
H -0.40961 0.34648 -1.58756  0.114
H -0.28489 -4.69908 -2.01620  0.377
H -0.20177 2.05504 -3.25918  0.289
H -1.30830 -4.93943 -0.57290  0.397

Summary:
LUMO energy: 0.1 eV
SMILES: Cn1c(SCC(=O)NC[C@@H]2CCCO2)nc2c([nH]c3ccccc32)c1=O
HOMO level: -8.165 eV

***

Quick look at relative energies in hartree: #a 0.1208; #b 0.0000.

***

#a
A 2-piece molecular cluster, C5H10O3S overall. Source: OMol25; level of theory: ωB97M-V/def2-TZVPD.

Each line ends with the Mulliken charge.
Cartesian coordinates (Å):
S -2.90880 1.01513 -0.76458  -0.202
O -0.33849 -1.08824 -0.39735  -0.385
O -2.88033 -1.44610 0.24089  -0.632
O -3.26139 0.24387 1.64686  -0.461
C -2.92698 -0.27789 0.49435  0.812
C 2.80596 -0.31530 -0.33881  -1.232
C -0.28403 -0.23823 0.60530  -0.463
C 1.67579 0.61839 -0.80445  -0.230
C 0.72980 0.81558 0.35096  -0.110
H 1.41909 0.44617 1.20581  0.165
H -3.45731 -0.14110 2.49485  0.347
H 2.09456 1.53813 -1.20992  0.339
H -1.04853 -1.87105 -0.26905  0.421
H 2.43941 -1.26999 -0.21920  0.345
H 0.99295 0.17533 -1.61275  0.188
H 3.71855 -0.36532 -1.08395  0.299
H 0.30160 1.83490 0.68205  0.306
H -2.28437 0.25528 -1.67285  0.151
H 3.21251 0.07044 0.65182  0.341

Summary:
LUMO energy: 0.6 eV
HOMO level: -8.124 eV

***

#b
A 2-piece molecular cluster, C5H10O3S overall. Source: OMol25; level of theory: ωB97M-V/def2-TZVPD.

Each line ends with the Mulliken charge.
Cartesian coordinates (Å):
S 1.70241 -0.12557 -0.37693  0.816
O 2.05021 0.41905 -2.01730  -0.519
O -0.47036 -1.90516 0.77406  -0.492
O 1.69404 1.07597 0.48125  -0.611
C -1.24503 0.18535 -0.03408  0.686
C -1.12472 -0.87983 0.88052  -0.047
C -1.30505 1.57429 0.51346  -1.033
C -1.16179 -0.16339 -1.29684  -1.127
C 3.38388 -0.87935 -0.10731  -0.877
H -1.77186 -0.83513 1.77482  0.378
H 3.50396 -1.11316 0.93033  0.339
H -2.32300 1.65438 1.02693  0.376
H 2.15612 1.27066 -2.09760  0.268
H 3.40142 -1.75327 -0.87936  0.298
H -1.53046 2.29482 -0.32834  0.270
H -1.26725 -1.15813 -1.62119  0.320
H -0.33559 1.88462 0.93347  0.277
H 4.19683 -0.11951 -0.29270  0.270
H -1.46578 0.32671 -2.13521  0.407

Summary:
LUMO energy: 0.3 eV
HOMO level: -9.319 eV

***

Quick look at relative energies in hartree: #a 0.0000; #b 0.0042.